DFT (ωB97M-V with the def2-TZVPD basis set) results for a cluster of 12 separate species, H26NO11 in total in a non-equilibrium geometry.

Last column: Löwdin charge in e.
Cartesian coordinates (Å):
N: 0.16745 -1.33825 -2.13329  0.258
H: 0.80025 -1.57032 -1.33959  0.069
H: 0.11610 -0.39007 -2.49747  0.085
H: 0.41060 -2.06740 -2.80243  0.145
H: -0.82333 -1.50530 -1.86112  0.091
H: 2.59744 0.32295 -3.86862  0.074
H: 3.25479 -0.25047 -2.54102  0.042
O: 2.45174 -0.17419 -3.06199  -0.036
H: -2.81656 0.80023 0.56759  -0.011
H: -3.57286 0.83576 1.94080  0.013
O: -3.59805 0.55275 1.04710  -0.029
H: -3.12099 -1.31619 -0.36228  0.039
H: -2.58860 -2.76749 -0.89211  0.063
O: -2.42054 -1.83780 -0.76049  -0.034
H: -1.58856 2.44075 3.06091  0.057
H: -1.69347 2.25835 1.55424  -0.006
O: -1.86402 1.80058 2.39714  -0.073
H: 1.74612 1.11084 -1.70490  0.005
H: 1.94094 1.09069 -0.26911  0.016
O: 1.48614 1.63171 -0.92263  -0.053
H: 4.52437 0.96550 0.00497  0.069
H: 3.51927 -0.13653 0.43817  0.035
O: 3.98496 0.23528 -0.31334  -0.034
H: -0.13765 2.74006 -0.01693  0.042
H: -1.14545 3.85838 0.43291  0.081
O: -1.07155 2.97797 0.05822  -0.035
H: -1.24007 1.79318 -1.68949  0.028
H: -2.04776 0.71198 -1.25284  0.025
O: -1.38313 0.87334 -1.93007  -0.036
H: 2.75909 -2.44708 0.04418  0.054
H: 1.22829 -2.09861 0.52392  0.005
O: 1.85491 -2.31123 -0.21195  -0.066
H: -0.97786 0.04693 4.38103  0.037
H: 0.50456 -0.16686 4.44632  0.048
O: -0.30193 -0.59050 4.16674  -0.025
H: -0.09226 -1.54548 2.40159  0.027
H: -0.85677 -2.45317 1.36220  0.059
O: -0.00560 -2.08026 1.60367  -0.028

Energy relative to the best compared isomer or geometry (same formula, charge and spin) ... 15.53 kJ/mol
Gap between HOMO and LUMO ... 11.26 eV
2S+1 ... 1
Charge ... +1

***

DFT (ωB97M-V with the def2-TZVPD basis set) results for an isolated molecule of C3H4O3S in a non-equilibrium geometry.

Last column: Löwdin charge in e.
Cartesian coordinates (Å):
C: 1.81033 0.60092 -0.09167  -0.749
C: -0.24634 -0.46007 0.57788  -0.756
C: -1.33294 0.02274 -0.33887  -0.129
O: 2.46441 1.58765 0.00611  0.153
O: 0.76468 0.47230 0.87637  -0.045
O: 1.82437 -0.32594 -0.88332  0.048
S: 0.41194 -2.05917 0.03915  1.024
H: -0.78265 -0.53566 1.61582  0.167
H: -1.42454 1.09710 -0.15130  0.089
H: -2.37455 -0.19173 -0.15994  0.068
H: -1.11471 -0.20814 -1.49024  0.129

Energy relative to the best compared isomer or geometry (same formula, charge and spin) ... 438.41 kJ/mol
Gap between HOMO and LUMO (spin up / spin down) ... 6.60 / 6.57 eV
2S+1 ... 1

***

DFT (ωB97M-V with the def2-TZVPD basis set) results for a structure of composition C42H46MnN8O3S4Se in a non-equilibrium geometry.

Last column: Mulliken spin population.
Cartesian coordinates (Å):
Mn: -1.69008 -1.00879 -0.53663  4.872
C: 0.84952 3.26669 2.38113  -0.001
C: 0.83568 2.66857 3.78786  0.001
C: 0.00372 3.58662 4.69360  0.000
C: 2.27732 2.61301 4.31150  0.000
C: 0.23708 1.25903 3.79761  -0.004
C: 0.10876 0.57350 5.02418  -0.001
C: -0.41526 -0.69933 5.10103  -0.002
C: -0.83440 -1.31205 3.91972  -0.002
S: -1.52551 -2.87687 3.66057  0.008
C: -1.64257 -2.53762 1.95961  0.042
N: -1.18685 -1.37947 1.61187  -0.037
C: -0.72484 -0.65291 2.70231  0.039
C: -0.17988 0.62983 2.63926  -0.015
C: -2.21482 -3.48117 0.97112  -0.184
C: -2.79140 -4.67749 1.39570  0.001
C: -3.38202 -5.50828 0.46407  0.013
C: -3.37536 -5.12906 -0.87631  -0.010
C: -2.77505 -3.94046 -1.27005  -0.065
C: -2.17024 -3.05823 -0.36606  0.159
H: 1.28441 4.26816 2.41855  0.000
H: -0.15959 3.35183 1.96845  0.000
H: 1.45205 2.66683 1.69297  0.000
H: 0.39540 4.60694 4.65997  0.000
H: 0.02362 3.25558 5.73366  0.000
H: -1.03831 3.60809 4.36674  0.000
H: 2.73489 3.60553 4.27262  0.000
H: 2.88216 1.93243 3.70572  0.000
H: 2.31611 2.26299 5.34505  0.000
H: 0.42844 1.05540 5.94122  0.000
H: -0.49601 -1.20454 6.05612  0.001
H: -0.12094 1.10878 1.67185  0.008
H: -2.79035 -4.95907 2.44636  -0.001
H: -3.85152 -6.43351 0.77370  0.001
H: -3.85416 -5.76871 -1.61087  -0.001
H: -2.78141 -3.69468 -2.32893  -0.001
C: 2.71564 3.90655 -4.40409  0.000
C: 1.62136 2.88797 -4.69941  0.002
C: 1.27054 2.07973 -3.46267  0.002
N: 0.27710 1.03964 -3.76627  0.024
C: 0.15957 -0.17010 -3.20072  0.070
S: -1.29454 -0.93191 -3.02742  -0.022
N: 1.31764 -0.79537 -2.76404  0.023
C: 2.63809 -0.65209 -3.20198  -0.010
O: 3.55701 -0.92493 -2.46260  0.002
C: 2.87528 -0.20241 -4.62069  0.002
C: 4.05735 0.47180 -4.88931  0.000
C: 4.33416 0.89658 -6.18145  0.000
C: 3.43412 0.62189 -7.20387  0.000
C: 2.26669 -0.08236 -6.93909  0.002
C: 1.98356 -0.48953 -5.64284  -0.001
H: 2.95846 4.49402 -5.28973  0.000
H: 3.63108 3.40619 -4.07545  0.000
H: 2.41479 4.60246 -3.61674  0.000
H: 1.94450 2.20110 -5.48716  -0.001
H: 0.72412 3.39746 -5.06253  -0.001
H: 0.86613 2.72832 -2.68102  -0.001
H: 2.16989 1.62211 -3.06135  0.001
H: -0.62750 1.38488 -4.05843  -0.001
H: 1.19697 -1.49114 -2.02180  0.000
H: 4.74921 0.65777 -4.07666  0.000
H: 5.25197 1.43139 -6.39077  0.000
H: 3.64517 0.95388 -8.21264  0.000
H: 1.57499 -0.31425 -7.73837  0.000
H: 1.07797 -1.05063 -5.43923  -0.001
C: 3.43457 -4.92950 -1.51607  0.000
N: 3.92727 -3.74286 -0.82913  0.001
C: 5.26323 -3.36546 -0.77144  0.000
C: 5.31251 -2.20423 -0.10041  0.000
N: 4.00780 -1.88710 0.25283  0.001
C: 3.60061 -0.64825 0.90133  0.002
C: 3.14562 -2.82581 -0.20814  0.005
Se: 1.31040 -2.85799 0.02143  0.019
H: 4.00022 -5.79974 -1.18915  0.000
H: 3.53440 -4.80782 -2.59390  0.000
H: 2.38622 -5.05161 -1.26100  0.000
H: 6.04586 -3.95729 -1.21290  0.000
H: 6.14503 -1.57151 0.15216  0.000
H: 4.33378 -0.38833 1.66281  0.000
H: 2.62797 -0.80810 1.35981  -0.003
H: 3.52660 0.15493 0.16864  0.000
N: -4.86181 1.31235 5.95386  0.000
C: -4.96371 0.92238 4.62581  0.001
C: -5.64001 1.71440 3.69961  0.000
C: -5.76168 1.30795 2.37862  0.001
C: -5.21037 0.10063 1.97701  0.006
C: -4.55042 -0.70683 2.90112  0.004
C: -4.42479 -0.30045 4.21092  -0.001
S: -5.21630 -0.40364 0.29771  0.009
O: -6.05935 0.52368 -0.41731  0.005
O: -5.48127 -1.80918 0.25267  0.000
N: -3.67537 -0.21240 -0.12899  0.065
C: -3.17446 1.01466 -0.38142  -0.054
S: -3.99691 2.53488 -0.67717  0.004
C: -2.47582 3.31061 -0.91669  -0.001
C: -1.47492 2.42086 -0.79068  0.008
N: -1.84563 1.13389 -0.47442  0.013
H: -5.02226 2.28011 6.16825  0.000
H: -4.15720 0.86656 6.51348  0.000
H: -6.06995 2.65766 4.01771  0.000
H: -6.28399 1.92170 1.65600  0.000
H: -4.14424 -1.65823 2.58150  -0.005
H: -3.90599 -0.93026 4.92617  0.000
H: -2.40469 4.36466 -1.13375  0.001
H: -0.42082 2.64810 -0.88376  0.002

Energy relative to the best compared isomer or geometry (same formula, charge and spin) ... 108.97 kJ/mol
⟨S²⟩ ... 8.763
Gap between HOMO and LUMO (spin up / spin down) ... 6.26 / 7.24 eV
2S+1 ... 6

***

DFT (ωB97M-V with the def2-TZVPD basis set) results for a structure of composition C5H4Cl2O2 in a non-equilibrium geometry.

Last column: Löwdin charge in e.
Cartesian coordinates (Å):
C: 1.35827 -1.54872 -1.20890  -0.558
C: 1.27030 -0.43793 -0.18333  -0.014
C: -1.36748 0.59754 -0.32744  -0.108
C: -0.03321 0.05122 -0.77319  -0.268
C: -0.59329 1.21606 -1.37962  -1.292
O: 2.21220 -2.33858 -1.44700  0.136
O: 0.13033 -1.47772 -1.77132  0.057
Cl: -1.02756 1.21327 -2.97048  0.795
Cl: 0.28794 2.65191 -0.79796  0.676
H: 0.90695 -0.91644 0.74927  0.143
H: 2.11143 0.25819 0.02378  0.135
H: -2.29302 -0.05175 -0.49163  0.154
H: -1.45905 1.09148 0.71270  0.146

Energy relative to the best compared isomer or geometry (same formula, charge and spin) ... 214.70 kJ/mol
Gap between HOMO and LUMO ... 10.15 eV
2S+1 ... 1

***

DFT (ωB97M-V with the def2-TZVPD basis set) results for the ion C7H14N3 with charge +1 in a non-equilibrium geometry.

Last column: Löwdin charge in e.
Cartesian coordinates (Å):
C: 1.38755 1.38557 0.87637  0.030
N: 0.98768 0.82604 -0.46114  -0.061
C: 1.71418 -0.46291 -0.72338  -0.101
C: 1.30498 -1.65078 0.09859  -0.138
C: -0.15234 -1.89249 -0.08912  -0.167
N: -0.81421 -0.66697 0.33368  -0.062
N: -2.31620 -0.69041 0.09451  0.042
C: -2.65567 0.74937 -0.02390  -0.166
C: -1.43397 1.42494 -0.56032  0.027
C: -0.42232 0.60808 -0.40962  -0.222
H: 0.59492 0.97835 1.55803  0.123
H: 2.44105 1.07131 1.19064  0.132
H: 1.39302 2.51526 0.76929  0.134
H: 1.29011 1.54713 -1.05834  0.171
H: 2.72510 -0.10461 -0.47603  0.140
H: 1.64433 -0.69340 -1.73726  0.125
H: 1.61417 -1.30128 1.14635  0.153
H: 1.89525 -2.41369 -0.15773  0.089
H: -0.32145 -2.06375 -1.15050  0.132
H: -0.49010 -2.78605 0.40076  0.129
H: -2.63147 -1.01112 1.03900  0.138
H: -2.99212 1.27108 0.87172  0.126
H: -3.45746 0.92213 -0.70242  0.107
H: -1.30503 2.43820 -0.82919  0.120

Energy relative to the best compared isomer or geometry (same formula, charge and spin) ... 391.54 kJ/mol
Gap between HOMO and LUMO ... 9.09 eV
SMILES string ... C[N@H+]1CCCN2NCC=C21
2S+1 ... 1
Charge ... +1

***

DFT (ωB97M-V with the def2-TZVPD basis set) results for a structure of composition C26H34N2O20S3 in a non-equilibrium geometry.

Last column: Löwdin charge in e.
Cartesian coordinates (Å):
C: 16.65209 3.78021 1.72035  -0.155
C: 15.29553 4.15848 1.17965  -0.183
O: 15.65364 5.05336 0.11482  -0.183
S: 16.89172 4.39796 -0.66990  0.591
O: 17.81957 5.44184 -0.88664  -0.216
O: 16.39775 3.62686 -1.74710  -0.199
O: 17.37291 3.44546 0.52460  -0.201
H: 16.52977 2.95495 2.41996  0.121
H: 17.13273 4.61636 2.22975  0.137
H: 14.69915 4.69986 1.90773  0.144
H: 14.73230 3.31332 0.80280  0.089
C: 11.82415 2.51948 -3.04510  -0.135
C: 11.50594 1.94704 -1.65782  -0.153
O: 10.77606 3.03538 -1.04887  -0.195
S: 11.62502 4.35080 -1.33767  0.585
O: 12.80245 4.33066 -0.56594  -0.201
O: 10.77734 5.47404 -1.34446  -0.198
O: 11.96100 3.93378 -2.84481  -0.181
H: 10.94814 2.38101 -3.68093  0.131
H: 12.73514 2.12489 -3.48371  0.133
H: 12.41562 1.77707 -1.08681  0.092
H: 10.84975 1.08557 -1.64719  0.126
C: 21.49218 -0.25198 2.74797  -0.138
C: 23.00449 -0.20824 3.02725  -0.150
O: 23.64582 0.00833 1.77288  -0.181
S: 22.61941 0.09423 0.55678  0.558
O: 22.99394 -0.78516 -0.47136  -0.205
O: 22.40916 1.45866 0.23056  -0.221
O: 21.37274 -0.50307 1.33520  -0.196
H: 20.98272 0.67433 3.00808  0.131
H: 21.01062 -1.09950 3.22529  0.132
H: 23.33589 -1.15479 3.44913  0.129
H: 23.25479 0.60582 3.70259  0.131
C: 19.02062 -0.04113 -3.09036  -0.051
C: 19.20143 0.29659 -1.75818  -0.043
C: 18.11239 0.62369 -0.96411  0.008
C: 16.84089 0.52900 -1.49816  -0.158
C: 16.63621 0.18383 -2.81509  0.002
C: 17.73325 -0.11248 -3.61065  -0.060
N: 15.71898 0.87240 -0.64349  -0.305
O: 14.59472 0.91878 -1.12319  0.044
O: 15.89756 1.00072 0.54872  0.077
H: 19.85087 -0.19038 -3.76950  0.110
H: 20.18666 0.43288 -1.33440  0.091
H: 18.29683 0.93527 0.05234  0.117
H: 15.63633 0.13468 -3.21905  0.118
H: 17.50789 -0.31394 -4.64784  0.103
C: 10.09186 -2.16179 -3.82216  -0.069
C: 10.02126 -2.07466 -2.43721  -0.071
C: 11.17436 -2.04666 -1.67482  -0.013
C: 12.39290 -2.11756 -2.32332  -0.148
C: 12.46132 -2.17827 -3.70473  -0.003
C: 11.31615 -2.11861 -4.47314  -0.057
N: 13.63987 -2.01656 -1.56364  -0.335
O: 14.67385 -2.32747 -2.11626  0.090
O: 13.55326 -1.60528 -0.42432  0.062
H: 9.16078 -2.29312 -4.35971  0.109
H: 9.06119 -2.04844 -1.93912  0.110
H: 11.17351 -1.93351 -0.59797  0.116
H: 13.44402 -2.32030 -4.13813  0.123
H: 11.37914 -2.09451 -5.55081  0.111
O: 14.45442 2.15095 3.86675  0.118
C: 13.53927 1.44978 3.54312  -0.476
O: 13.01083 0.51816 4.36347  0.029
C: 12.13713 -0.37323 3.64201  -0.134
C: 12.35479 -0.06323 2.14100  -0.133
C: 12.89151 1.37831 2.17751  -0.069
H: 11.09225 -0.23905 3.91325  0.121
H: 12.49210 -1.37493 3.86865  0.122
H: 11.40323 -0.09194 1.61433  0.108
H: 13.11172 -0.72062 1.73117  0.093
H: 12.12267 2.13819 2.05493  0.134
H: 13.65232 1.50425 1.41503  0.080
O: 17.12889 1.77637 -5.94912  0.100
C: 17.80681 2.68016 -5.55782  -0.492
O: 17.34290 3.57318 -4.66334  0.032
C: 18.28780 4.58893 -4.35238  -0.135
C: 19.57456 4.26495 -5.20001  -0.130
C: 19.23884 2.98911 -5.94743  -0.074
H: 18.62507 4.58200 -3.32049  0.100
H: 17.91472 5.57586 -4.60751  0.125
H: 20.40008 4.14402 -4.50208  0.108
H: 19.80068 5.11295 -5.84295  0.107
H: 19.84265 2.11335 -5.71048  0.120
H: 19.26222 3.06810 -7.03482  0.126

Gap between HOMO and LUMO ... 8.80 eV
2S+1 ... 1